No. 1
# C4H5N2O3

C4H5N2O3 as an isolated structure in a non-equilibrium geometry (wB97M-V/def2-TZVPD, OMol25).

## Properties
total charge: -1
ΔE to the lowest compared entry with this formula, charge and spin: 62.79 kcal per mole
Kohn-Sham gap: 7.9 eV
HOMO level: -3.984 eV

Last column: Mulliken charge in e.
Positions of all 14 atoms, in Å:
C1 -2.0501 -1.2046 -0.1898  -0.101
C2 -0.8296 1.1705 -1.8934  0.632
C3 -0.3566 0.0685 -0.8313  1.011
C4 1.1236 0.1306 -0.5251  -1.274
N1 -0.9641 -1.1340 -0.7805  -0.604
N2 -1.5276 0.8987 0.5369  -0.518
O1 -2.0243 1.1209 -2.2556  -0.733
O2 0.0988 1.9608 -2.0802  -0.711
O3 -2.3605 -0.2293 0.7062  -0.273
H1 -2.7516 -1.9778 -0.3565  0.399
H2 1.4472 1.0971 -0.2744  0.349
H3 1.5518 -0.1333 -1.5949  0.226
H4 1.3301 -0.7285 0.1003  0.425
H5 -1.0070 1.1697 1.3726  0.174


No. 2
# C5H7N2

An isolated ion of composition C5H7N2 and charge +1 in a non-equilibrium geometry (wB97M-V/def2-TZVPD, OMol25).

## Properties
total charge: +1
spin multiplicity: 3
ΔE to the lowest compared entry with this formula, charge and spin: 80.86 kcal per mole
expectation value of S²: 2.05
Kohn-Sham gap (alpha / beta): 7.7 / 8.4 eV
HOMO level (alpha / beta): -12.906 / -15.291 eV

Last column: Mulliken spin population.
Positions of all 14 atoms, in Å:
C1 1.2449 0.1919 0.2186  0.281
C2 -0.0303 0.5869 -0.4787  -0.018
C3 -0.6719 -0.5561 -0.4726  0.979
C4 -0.8904 -1.7595 0.3048  -0.067
C5 -0.6064 1.9007 -0.9728  0.065
N1 1.1872 -0.8295 1.0404  -0.068
N2 0.1915 -1.6043 1.2947  0.692
H1 2.1334 0.5347 -0.0816  0.011
H2 -1.7131 -1.6130 1.0583  0.065
H3 -0.7560 -2.6688 -0.3121  0.071
H4 -0.4352 2.0275 -1.9532  -0.007
H5 -1.6227 2.0308 -0.8252  0.005
H6 0.0196 2.6374 -0.4779  -0.008
H7 1.9494 -0.8788 1.6573  0.000


What did the second record say?
# C5H7N2

An isolated ion of composition C5H7N2 and charge +1 in a non-equilibrium geometry (wB97M-V/def2-TZVPD, OMol25).

## Properties
total charge: +1
spin multiplicity: 3
ΔE to the lowest compared entry with this formula, charge and spin: 80.86 kcal per mole
expectation value of S²: 2.05
Kohn-Sham gap (alpha / beta): 7.7 / 8.4 eV
HOMO level (alpha / beta): -12.906 / -15.291 eV

Last column: Mulliken spin population.
Positions of all 14 atoms, in Å:
C1 1.2449 0.1919 0.2186  0.281
C2 -0.0303 0.5869 -0.4787  -0.018
C3 -0.6719 -0.5561 -0.4726  0.979
C4 -0.8904 -1.7595 0.3048  -0.067
C5 -0.6064 1.9007 -0.9728  0.065
N1 1.1872 -0.8295 1.0404  -0.068
N2 0.1915 -1.6043 1.2947  0.692
H1 2.1334 0.5347 -0.0816  0.011
H2 -1.7131 -1.6130 1.0583  0.065
H3 -0.7560 -2.6688 -0.3121  0.071
H4 -0.4352 2.0275 -1.9532  -0.007
H5 -1.6227 2.0308 -0.8252  0.005
H6 0.0196 2.6374 -0.4779  -0.008
H7 1.9494 -0.8788 1.6573  0.000